1.
Computed, not measured: a structure of composition C27H35BrHgN2O2Te, with wB97M-V/def2-TZVPD.

Results
Orbital gap in eV: 8.551
Electronic energy in Eh: -4305.24487

The geometry in ORCA input format:
```
! RIJCOSX wB97M-V def2-TZVPD def2/J DEFGRID3
* xyz 0 1
Hg 2.44 1.14 -1.09
C 0.94 5.00 0.28
C 0.90 3.60 0.83
O 1.83 3.15 1.54
N -0.19 2.90 0.52
Te 0.09 1.11 1.32
C -1.22 0.09 -0.05
C -0.78 -1.14 -0.56
C 0.50 -1.83 -0.13
C -1.56 -1.81 -1.50
C -2.73 -1.28 -1.98
C -3.55 -1.97 -3.04
C -3.16 -0.06 -1.46
C -2.45 0.62 -0.49
C -3.07 1.87 0.07
C -1.33 0.98 2.96
C -1.99 2.06 3.57
C -1.78 3.50 3.19
C -2.89 1.81 4.61
C -3.13 0.53 5.07
C -4.11 0.27 6.19
C -2.44 -0.52 4.49
C -1.54 -0.32 3.46
C -0.82 -1.52 2.90
H 1.64 5.03 -0.56
H 1.30 5.69 1.05
H -0.04 5.30 -0.07
H 1.10 -1.22 0.54
H 1.11 -2.06 -1.00
H 0.28 -2.77 0.37
H -1.21 -2.77 -1.86
H -3.14 -2.95 -3.28
H -3.56 -1.37 -3.95
H -4.58 -2.09 -2.70
H -4.09 0.37 -1.83
H -3.94 2.16 -0.53
H -2.35 2.69 0.08
H -3.41 1.70 1.09
H -1.06 3.61 2.39
H -1.42 4.07 4.06
H -2.72 3.95 2.87
H -3.40 2.65 5.06
H -4.58 1.19 6.53
H -3.60 -0.19 7.04
H -4.89 -0.42 5.86
H -2.59 -1.53 4.86
H -0.97 -2.38 3.55
H 0.25 -1.34 2.82
H -1.21 -1.76 1.92
C 7.55 -0.74 -2.33
C 6.08 -0.75 -1.97
O 5.57 0.53 -1.65
H 7.91 -1.76 -2.49
H 8.14 -0.29 -1.52
H 7.72 -0.17 -3.25
H 5.91 -1.35 -1.07
H 5.50 -1.18 -2.80
H 5.82 1.15 -2.35
Br 0.65 0.42 -4.31
C 1.35 -1.33 -4.17
C 0.63 -2.40 -4.69
C 1.17 -3.66 -4.55
C 2.41 -3.81 -3.94
C 3.05 -2.67 -3.47
N 2.52 -1.45 -3.58
H -0.33 -2.23 -5.16
H 0.63 -4.53 -4.91
H 2.86 -4.79 -3.82
H 4.01 -2.73 -2.99
*
```

2.
Computed, not measured: a structure of composition C27H35ClCuN4P2 at a distorted geometry, with wB97M-V/def2-TZVPD.

Results
Orbital gap (alpha / beta) in eV: 8.237 / 5.625
Electronic energy in Eh: -4052.10822
Energy relative to the best compared isomer or geometry (same formula, charge and spin) in kcal per mole: 20.92

The geometry in ORCA input format:
```
! RIJCOSX wB97M-V def2-TZVPD def2/J DEFGRID3
* xyz 0 2
Cu 0.13 -2.83 5.42
C -1.22 1.98 5.03
C -1.54 1.09 4.09
C -0.97 1.04 2.69
C 0.28 0.18 2.42
C 1.37 0.26 3.45
C 1.65 1.32 4.22
C 1.08 2.69 4.03
C -0.10 2.98 4.98
C 1.38 -1.56 6.21
H -1.85 2.05 5.92
H -2.34 0.36 4.27
H -0.81 2.06 2.30
H -1.79 0.57 2.12
H -0.04 -0.87 2.32
H 0.65 0.44 1.41
H 1.81 -0.72 3.66
H 2.33 1.18 5.07
H 0.78 2.85 2.99
H 1.87 3.42 4.25
H 0.28 3.14 6.01
H -0.53 3.94 4.66
H 0.71 -0.67 6.21
H 2.34 -1.33 5.71
H 1.46 -1.98 7.24
P 1.47 -1.09 -1.79
P -1.96 -0.72 -1.52
N 2.83 0.05 -1.95
N 2.18 -2.37 -2.87
N -2.15 1.06 -1.48
N -3.57 -1.06 -2.14
C 0.43 -0.29 -3.12
C -1.06 -0.72 -3.16
C 3.54 0.56 -0.84
C 4.62 1.30 -1.31
C 4.61 1.22 -2.74
C 3.48 0.49 -3.11
C 2.26 -3.72 -2.50
C 2.71 -4.47 -3.59
C 2.95 -3.55 -4.67
C 2.56 -2.29 -4.21
C -1.83 1.73 -0.31
C -1.88 3.10 -0.51
C -2.23 3.30 -1.89
C -2.33 2.04 -2.47
C -4.39 -0.33 -3.02
C -5.51 -1.09 -3.34
C -5.39 -2.34 -2.63
C -4.21 -2.29 -1.90
H 0.85 -0.50 -4.11
H 0.52 0.80 -2.94
H -1.60 -0.07 -3.87
H -1.16 -1.76 -3.52
H 3.16 0.39 0.16
H 5.30 1.89 -0.71
H 5.34 1.67 -3.41
H 3.07 0.32 -4.09
H 1.98 -4.03 -1.50
H 2.87 -5.54 -3.62
H 3.37 -3.80 -5.64
H 2.52 -1.37 -4.78
H -1.59 1.15 0.56
H -1.69 3.86 0.24
H -2.43 4.27 -2.34
H -2.51 1.76 -3.50
H -4.13 0.67 -3.34
H -6.31 -0.83 -4.02
H -6.08 -3.17 -2.68
H -3.74 -3.03 -1.25
Cl -1.87 -2.81 4.77
*
```

3.
Computed, not measured: an isolated molecule of C27H35FN2O, with wB97M-V/def2-TZVPD.

Results
Orbital gap in eV: 9.063
Electronic energy in Eh: -1334.40098
Energy relative to the best compared isomer or geometry (same formula, charge and spin) in kcal per mole: 3.96
SMILES string: CCN(Cc1ccc(C#CCCO)cc1)C[C@H]1CCCN(CCc2cccc(F)c2)C1

The geometry in ORCA input format:
```
! RIJCOSX wB97M-V def2-TZVPD def2/J DEFGRID3
* xyz 0 1
C -0.28 0.33 4.37
H -0.84 0.76 5.20
H -0.57 -0.72 4.28
H 0.78 0.38 4.59
C -0.61 1.10 3.08
N 0.10 0.69 1.89
C 1.54 0.88 1.94
H 1.76 1.66 2.68
C 2.08 1.32 0.58
C 1.55 2.70 0.19
C 2.13 3.09 -1.16
C 3.65 3.04 -1.11
N 4.09 1.71 -0.74
C 5.49 1.43 -0.95
H 6.00 1.23 0.00
C 5.66 0.22 -1.89
C 4.95 -0.97 -1.32
C 3.60 -1.15 -1.60
C 2.92 -2.19 -0.99
C 3.54 -3.07 -0.12
C 4.89 -2.89 0.14
C 5.58 -1.85 -0.45
H 6.63 -1.71 -0.23
H 5.40 -3.57 0.81
H 2.98 -3.87 0.33
F 1.60 -2.35 -1.25
H 3.08 -0.48 -2.26
H 6.73 0.01 -2.01
H 5.24 0.47 -2.86
H 5.99 2.30 -1.41
C 3.61 1.36 0.58
H 4.00 0.37 0.84
H 3.96 2.08 1.34
H 4.06 3.27 -2.10
H 4.02 3.81 -0.40
H 1.78 2.40 -1.93
H 1.81 4.10 -1.44
H 0.46 2.67 0.15
H 1.85 3.43 0.94
H 1.77 0.60 -0.18
H 2.06 -0.04 2.26
C -0.28 -0.63 1.41
C -1.72 -0.65 0.98
C -2.61 -1.60 1.48
C -3.93 -1.61 1.07
C -4.39 -0.66 0.15
C -3.50 0.29 -0.34
C -2.18 0.29 0.07
H -1.49 1.03 -0.31
H -3.85 1.03 -1.05
C -5.74 -0.66 -0.27
C -6.89 -0.71 -0.61
C -8.26 -0.66 -1.08
H -8.92 -0.41 -0.23
H -8.55 -1.63 -1.48
C -8.42 0.42 -2.17
O -8.15 1.71 -1.69
H -7.28 1.70 -1.27
H -7.76 0.17 -3.01
H -9.45 0.44 -2.53
H -4.62 -2.35 1.45
H -2.27 -2.34 2.19
H 0.34 -0.85 0.53
H -0.09 -1.42 2.15
H -1.68 1.01 2.87
H -0.39 2.16 3.24
*
```